13
Properties=species:S:1:pos:R:3 method="wB97M-V/def2-TZVPD" charge=0 lumo_energy_ev=1.027 homo_lumo_gap_ev=9.447 de_lowest_kcal_mol=91.7 e_homo_ev=-8.420 fmax_ha_per_bohr=0.0944
C 2.591 0.447 -0.077
C -0.299 0.437 -1.405
C 0.017 2.126 -0.014
N 1.849 -0.530 0.114
N 1.135 -1.363 0.115
N -0.387 0.788 -0.208
H 3.071 0.667 -0.978
H 2.657 1.169 0.769
H -0.487 -0.559 -1.666
H -0.160 1.216 -2.135
H 0.507 2.429 -1.017
H -0.819 2.746 0.144
H 0.580 2.178 0.969